(1)
15
Properties=species:S:1:pos:R:3 method="wB97M-V/def2-TZVPD" e_homo_ev=-8.747 smiles="COC(=S)NC(C)=O" lumo_energy_ev=0.463 multiplicity=1 relative_energy_ev=1.0716 fmax_ha_per_bohr=0.015
C 0.221 2.198 0.464
C 0.923 -0.065 0.041
C -1.561 -0.231 -0.139
C -2.674 -1.164 0.279
H -0.241 1.785 1.375
H 0.884 3.010 0.749
H -0.535 2.532 -0.232
H -0.292 -1.482 0.821
H -2.533 -2.130 -0.188
H -2.678 -1.286 1.371
H -3.608 -0.747 -0.060
N -0.333 -0.552 0.451
O 1.061 1.223 -0.163
O -1.703 0.693 -0.914
S 2.188 -1.098 -0.141

(2)
11
Properties=species:S:1:pos:R:3 method="wB97M-V/def2-TZVPD" e_homo_ev=-10.045 smiles="C#CCNC=O" lumo_energy_ev=0.838 multiplicity=1 relative_energy_ev=1.7008 fmax_ha_per_bohr=0.011
O -1.434 2.274 -0.224
C -1.502 1.323 0.530
N -0.680 0.247 0.467
C 0.355 0.169 -0.551
C 1.168 -1.031 -0.362
C 1.827 -2.024 -0.200
H -2.245 1.242 1.345
H -0.794 -0.519 1.111
H -0.099 0.158 -1.549
H 0.986 1.064 -0.501
H 2.418 -2.902 -0.067

(3)
68
Properties=species:S:1:pos:R:3 method="wB97M-V/def2-TZVPD" e_homo_ev="-11.527 / -11.512" lumo_energy_ev="-4.549 / -3.420" multiplicity=5 charge=+1 relative_energy_ev=0.0000 fmax_ha_per_bohr=0.002 s2=6.066
Mn -0.290 -0.362 -0.263
C -3.694 -0.971 0.039
C -3.515 0.535 0.110
S -2.101 1.211 -0.809
C -2.629 0.816 -2.520
C -1.666 0.032 -3.402
S -0.835 -1.396 -2.677
C -2.167 -2.572 -2.318
C -2.073 -3.108 -0.896
S -2.155 -1.861 0.423
H -4.026 -1.281 -0.949
H -4.451 -1.291 0.754
H -3.372 0.870 1.135
H -4.411 1.037 -0.259
H -2.823 1.778 -2.993
H -3.582 0.297 -2.420
H -0.841 0.667 -3.715
H -2.197 -0.283 -4.302
H -2.074 -3.415 -3.003
H -3.128 -2.103 -2.524
H -1.109 -3.589 -0.723
H -2.855 -3.843 -0.706
C 4.283 5.794 1.413
C 3.556 4.805 0.547
C 4.250 3.917 -0.268
C 3.579 3.014 -1.080
C 2.193 2.995 -1.063
C 1.474 3.882 -0.268
C 2.160 4.780 0.528
S 1.334 1.782 -1.999
O -0.026 2.250 -2.169
O 2.112 1.462 -3.159
N 1.253 0.482 -1.032
C 2.462 -0.343 -0.972
C 2.150 -1.611 -0.199
O 2.972 -2.406 0.145
O 0.838 -1.769 0.060
H 5.356 5.616 1.405
H 3.934 5.739 2.444
H 4.106 6.812 1.062
H 5.333 3.936 -0.277
H 4.124 2.347 -1.736
H 0.392 3.872 -0.296
H 1.608 5.484 1.139
H 3.290 0.167 -0.472
H 2.805 -0.628 -1.970
C 1.414 0.946 2.005
N 1.780 1.367 3.340
C 0.810 2.362 3.797
N -0.551 1.814 3.825
C -0.899 1.375 2.490
N 0.036 0.351 1.953
C 0.029 -0.797 2.919
N 0.384 -0.380 4.260
C 1.726 0.207 4.233
C -0.558 0.643 4.710
H 2.121 0.191 1.661
H 1.449 1.798 1.327
H 0.837 3.223 3.126
H 1.078 2.691 4.801
H -0.904 2.233 1.811
H -1.896 0.929 2.527
H 0.732 -1.548 2.561
H -0.973 -1.230 2.929
H 2.440 -0.544 3.890
H 2.001 0.518 5.241
H -0.289 0.960 5.718
H -1.565 0.220 4.735

- Among the records above, which one has the highest multiplicity?
  C21H33MnN5O4S4